1.
# C20H19BF7N5O2STi

A structure of composition C20H19BF7N5O2STi in a non-equilibrium geometry (ωB97M-V/def2-TZVPD, the Open Molecules 2025 dataset).

Each line ends with the Mulliken spin population.
Cartesian coordinates (Å):
Ti1 -0.75767 -0.82327 -1.01644  0.938
N1 -4.99283 -2.37172 -1.34392  0.001
C1 -3.65104 -1.98774 -1.34177  0.001
S1 -3.21813 -0.56110 -0.46878  -0.016
N2 -2.89271 -2.78935 -2.02492  0.003
N3 -1.53298 -2.40247 -2.04830  -0.028
C2 -0.85390 -3.17662 -2.80052  0.088
C3 0.59027 -3.09606 -3.06565  0.023
C4 1.11503 -3.98034 -4.00723  0.010
C5 2.45466 -3.97939 -4.34394  -0.008
C6 3.29984 -3.05424 -3.70978  0.020
C7 2.80967 -2.17708 -2.77318  -0.006
C8 1.44298 -2.18999 -2.43338  0.021
O1 0.96904 -1.36181 -1.53765  -0.028
H1 -5.48713 -2.07159 -0.51901  0.000
H2 -5.08904 -3.35883 -1.53151  0.000
H3 -1.41712 -3.96421 -3.29254  0.004
H4 0.43733 -4.68323 -4.48247  0.001
H5 2.83365 -4.67642 -5.07943  0.000
H6 4.35568 -3.02774 -3.95687  0.002
H7 3.44074 -1.45917 -2.26578  0.000
C9 -0.29515 2.71590 4.20544  0.055
N4 0.70204 2.16372 3.27738  -0.011
N5 0.14423 2.19333 1.95924  0.004
C10 0.12250 0.84928 1.45980  0.371
O2 -0.32305 0.57182 0.25560  0.086
C11 0.60821 0.02381 2.43074  -0.109
C12 0.97736 0.77546 3.53930  0.486
C13 1.56434 0.39236 4.83786  -0.019
C14 0.25331 3.40053 1.27590  -0.026
C15 -0.40901 3.59688 0.05848  0.032
C16 -0.31713 4.81891 -0.58610  -0.016
C17 0.39915 5.88306 -0.04100  0.043
C18 1.03953 5.68957 1.17131  -0.025
C19 0.97592 4.46285 1.83113  0.062
H8 -0.55231 3.73322 3.90945  0.001
H9 0.13913 2.74912 5.20601  0.000
H10 -1.20337 2.10104 4.21923  0.000
H11 0.68536 -1.04805 2.32134  -0.033
H12 1.80658 -0.67215 4.82026  0.001
H13 0.90115 0.55037 5.70298  0.037
H14 2.49191 0.94749 5.05708  0.025
H15 -0.97235 2.79532 -0.38123  0.003
H16 -0.82477 4.92414 -1.53866  -0.002
H17 0.45401 6.83524 -0.55472  0.007
H18 1.61212 6.49548 1.61915  -0.003
H19 1.50083 4.30905 2.76346  0.008
F1 -0.56887 -2.96023 2.92455  -0.002
B1 -0.23609 -3.39031 1.63080  0.013
F2 -0.64188 -2.36723 0.69249  0.008
F3 1.15932 -3.54973 1.51997  0.000
F4 -0.90479 -4.57689 1.29559  0.000
F5 -2.06931 0.15919 -3.66797  -0.001
C20 -1.00245 0.44146 -2.83303  -0.025
F6 -1.14509 1.80068 -2.61590  0.003
F7 0.07228 0.37766 -3.72287  0.003

Cartesian forces (eV/Å) of the 6 atoms listed first:
0.1 1.2 1.5
-0.1 0.1 0.1
-0.1 -0.2 0.0
-0.2 -0.2 -0.1
0.6 0.4 0.2
-1.4 -0.9 -0.5

ΔE to the lowest compared entry with this formula, charge and spin, kcal per mole: 8.2
2S+1: 3
Lowest unoccupied orbital energy (spin up / spin down), eV: 4.76 / 4.72
Total charge: -2
HOMO-LUMO gap (spin up / spin down), eV: 4.4 / 7.2
Calculated total energy, Eh: -3169.74995
Maximum force, eV Å⁻¹: 1.92

2.
# C20H19Br2IrN5OS

A structure of composition C20H19Br2IrN5OS (ωB97M-V/def2-TZVPD, the Open Molecules 2025 dataset).

Each line ends with the Mulliken spin population.
Cartesian coordinates (Å):
Ir1 0.43620 -0.24182 0.87281  2.879
Br1 6.45808 1.25789 -1.65393  0.047
C1 4.87277 0.86070 -0.82093  0.041
C2 4.68540 -0.37040 -0.17402  0.007
C3 3.47568 -0.63397 0.40264  -0.021
N1 2.44522 0.25089 0.39779  0.184
C4 2.63242 1.46693 -0.19565  0.012
C5 3.81694 1.78479 -0.81146  0.013
C6 1.48055 2.39526 -0.10408  0.031
C7 1.53947 3.71382 -0.48887  0.010
C8 0.41903 4.53922 -0.31572  0.020
Br2 0.46582 6.30267 -0.84235  0.021
C9 -0.72079 3.99227 0.28124  0.004
C10 -0.71328 2.66731 0.63910  -0.002
N2 0.35731 1.86832 0.44650  0.177
H1 5.48051 -1.10276 -0.13468  0.001
H2 3.30334 -1.57493 0.90734  0.008
H3 3.95056 2.73918 -1.29976  0.002
H4 2.44108 4.13325 -0.91088  0.002
H5 -1.59994 4.59718 0.45766  0.001
H6 -1.58634 2.20527 1.07864  0.003
O1 -1.62327 0.04394 -0.33608  0.143
C11 -2.35339 -1.18994 -0.48431  -0.020
C12 -1.40231 -2.34993 -0.42448  0.032
C13 -1.77170 -3.59782 -0.88368  0.006
C14 -0.87452 -4.65294 -0.79780  0.022
C15 0.38772 -4.42407 -0.25167  0.007
C16 0.69731 -3.16042 0.18095  -0.002
N3 -0.18148 -2.12871 0.11244  0.181
H7 -1.56529 0.49817 -1.19056  -0.014
H8 -2.90766 -1.19278 -1.42166  0.004
H9 -3.07458 -1.23644 0.33375  0.006
H10 -2.75370 -3.73838 -1.31772  0.000
H11 -1.14700 -5.63530 -1.16320  0.000
H12 1.12222 -5.21371 -0.17416  0.001
H13 1.66805 -2.94305 0.60479  -0.007
C17 -1.85844 -0.91758 6.12154  0.002
N4 -0.56416 -0.21437 5.96263  0.069
C18 0.17199 0.27983 6.95685  0.214
C19 1.32054 0.86364 6.39408  0.278
N5 1.21894 0.69907 5.06832  0.020
C20 0.06219 0.03454 4.75182  0.051
S1 -0.57911 -0.44680 3.29056  0.565
H14 -2.05922 -1.00524 7.18541  0.001
H15 -1.77869 -1.90685 5.67738  0.000
H16 -2.63831 -0.33043 5.64202  0.000
H17 -0.11080 0.20862 7.99833  0.002
H18 2.14993 1.35988 6.87831  0.008
H19 1.89422 1.02850 4.39035  -0.008

Cartesian forces (eV/Å) of the 6 atoms listed first:
-0.1 -0.2 0.0
0.0 0.0 0.0
0.0 0.0 0.0
0.1 0.0 0.0
-0.1 -0.1 0.0
0.0 0.2 -0.1

ΔE to the lowest compared entry with this formula, charge and spin, kcal per mole: 4.6
2S+1: 6
Lowest unoccupied orbital energy (spin up / spin down), eV: -11.82 / -15.32
Total charge: +4
HOMO-LUMO gap (spin up / spin down), eV: 8.1 / 4.5
Calculated total energy, Eh: -6771.49603
Maximum force, eV Å⁻¹: 0.23

3.
# C20H19Cl2IrN5O2S2

A structure of composition C20H19Cl2IrN5O2S2 in a non-equilibrium geometry (ωB97M-V/def2-TZVPD, the Open Molecules 2025 dataset).

Each line ends with the Mulliken charge.
Cartesian coordinates (Å):
Ir1 -0.02306 -0.18796 0.10279  1.992
S1 0.47691 -1.21264 2.23674  -0.398
C1 1.33826 0.24475 2.26302  0.254
N1 1.22010 0.93717 1.15174  -0.147
C2 1.87016 2.16881 1.17746  -0.773
C3 1.90485 3.12140 0.16614  0.527
C4 2.58184 4.30063 0.41139  -0.967
C5 3.21328 4.52394 1.63811  -0.576
C6 3.18830 3.57152 2.64006  -0.488
C7 2.50724 2.38406 2.40016  0.595
S2 2.28093 1.01231 3.47587  -0.168
H1 1.40706 2.92787 -0.77674  0.462
H2 2.62231 5.06187 -0.35567  0.453
H3 3.72595 5.46060 1.80814  0.404
H4 3.67958 3.74484 3.58794  0.415
Cl1 3.87154 1.76098 -5.77040  -0.191
C8 2.72319 1.45471 -4.51642  0.236
C9 1.59509 2.28458 -4.40065  -0.719
C10 0.66655 2.05602 -3.42076  0.733
Cl2 -0.69738 3.10799 -3.25319  -0.154
C11 0.76828 0.95753 -2.53053  -0.264
O1 -0.19666 0.74485 -1.68285  -1.007
C12 1.94475 0.17091 -2.63541  1.158
C13 2.19421 -0.88677 -1.72579  -0.065
O2 1.39892 -1.31912 -0.86662  -0.629
C14 2.90882 0.43310 -3.63697  -1.124
H5 1.45853 3.10649 -5.09047  0.473
H6 3.17731 -1.36682 -1.77936  0.426
H7 3.78679 -0.19570 -3.71608  0.422
C15 -2.88391 0.44670 0.02165  -0.640
N2 -4.04763 1.20810 0.39727  0.053
C16 -4.28832 1.06933 1.83684  -0.735
N3 -3.13809 1.55894 2.60367  0.094
C17 -1.97213 0.79323 2.24674  -0.553
N4 -1.66442 0.91148 0.77303  -0.124
C18 -1.49110 2.38231 0.46962  0.283
N5 -2.66079 3.13516 0.84421  0.124
C19 -3.81933 2.62778 0.10082  -0.627
C20 -2.91886 2.96991 2.27627  -0.704
H8 -2.69057 0.57100 -1.04536  0.388
H9 -3.04444 -0.61072 0.24777  0.326
H10 -4.46682 0.02097 2.07976  0.338
H11 -5.16924 1.65000 2.10592  0.325
H12 -2.13561 -0.25625 2.48090  0.315
H13 -1.11021 1.15244 2.80751  0.207
H14 -1.31120 2.48550 -0.59865  -0.501
H15 -0.62487 2.74682 1.01873  0.183
H16 -3.65038 2.75580 -0.96912  0.325
H17 -4.70288 3.19412 0.39113  0.365
H18 -3.80770 3.53895 2.54512  0.350
H19 -2.06962 3.34939 2.84692  0.327

Cartesian forces (eV/Å) of the 6 atoms listed first:
-0.3 0.1 -1.0
-0.2 -0.3 -0.4
0.5 0.1 0.6
-0.1 -0.3 0.3
-0.1 0.1 -0.3
0.0 -0.1 0.0

ΔE to the lowest compared entry with this formula, charge and spin, kcal per mole: 0.0
Lowest unoccupied orbital energy, eV: -4.24
Total charge: +1
HOMO-LUMO gap, eV: 7.2
Calculated total energy, Eh: -3018.69598
Maximum force, eV Å⁻¹: 1.16

4.
# C20H19F3GeOS9SeSn

A structure of composition C20H19F3GeOS9SeSn in a non-equilibrium geometry (ωB97M-V/def2-TZVPD, the Open Molecules 2025 dataset).

Each line ends with the Mulliken charge.
Cartesian coordinates (Å):
Sn1 -0.51880 -0.13230 -1.11680  0.609
O1 1.65910 3.35770 5.43640  -0.640
C1 1.11810 2.85710 4.48580  0.603
S1 1.09910 1.12030 4.18800  -0.186
C2 0.00740 1.10410 2.77150  0.114
C3 -0.36680 2.34920 2.34370  -0.323
S2 -1.50280 2.66990 1.11310  -0.072
S3 0.25340 3.74850 3.25000  -0.153
S4 -0.47740 -0.36800 2.17470  -0.210
S5 4.87860 5.10720 0.86110  -0.345
C4 3.64310 4.08080 0.52640  0.110
S6 2.03730 4.59320 0.15870  -0.043
C5 1.34590 2.99350 -0.15420  -0.197
C6 2.18900 1.92570 -0.03030  0.597
S7 1.92980 0.27390 -0.30300  -0.446
S8 3.82980 2.34780 0.47380  -0.088
S9 -0.27170 2.97050 -0.71590  -0.208
C7 0.24450 -2.09490 -1.73230  -1.295
C8 0.69100 -3.13000 -2.18500  0.197
C9 1.28380 -4.29070 -2.73220  0.659
C10 2.58990 -4.63100 -2.36830  -0.480
C11 3.22230 -5.70650 -2.95740  -0.391
C12 2.56450 -6.47540 -3.90530  -0.442
C13 1.25310 -6.17090 -4.23710  -0.381
C14 0.61010 -5.09540 -3.65430  -0.501
H1 3.10000 -4.02160 -1.63640  0.449
H2 4.23830 -5.95140 -2.67690  0.358
H3 3.07540 -7.29700 -4.39260  0.351
H4 0.72710 -6.78080 -4.96060  0.346
H5 -0.40900 -4.84810 -3.91930  0.436
C15 -2.80120 -2.34690 4.25670  -1.018
Ge1 -4.19500 -1.70680 2.99750  0.515
C16 -5.93700 -1.96560 3.96360  -1.283
C17 -3.99540 0.19710 2.53450  -0.662
C18 -4.40380 -2.87390 1.37240  -0.992
Se1 -3.12220 -2.76420 -0.12730  0.077
C19 -1.54070 -3.47890 0.72360  -0.104
H6 -3.12600 -2.15550 5.27680  0.411
H7 -1.87230 -1.81440 4.08660  0.241
H8 -2.61080 -3.41060 4.15110  0.320
H9 -5.93740 -1.42220 4.90610  0.363
H10 -6.10110 -3.01650 4.18920  0.352
H11 -6.78060 -1.61190 3.37790  0.368
H12 -3.86790 0.78170 3.44170  0.361
H13 -4.85770 0.57350 1.99140  0.394
H14 -3.11290 0.33840 1.91940  -0.053
H15 -5.35670 -2.62020 0.90400  0.339
H16 -4.45700 -3.92320 1.66980  0.398
H17 -1.07150 -2.69980 1.31830  -0.141
H18 -0.86880 -3.76910 -0.08050  -0.040
H19 -1.81690 -4.33900 1.33140  0.371
F1 1.42640 0.86280 -3.57130  -0.277
C20 0.11080 0.57020 -3.35860  0.151
F2 -0.19280 -0.32270 -4.35060  -0.244
F3 -0.53510 1.71280 -3.76940  -0.277

Cartesian forces (eV/Å) of the 6 atoms listed first:
-0.5 0.6 -0.7
0.4 0.3 0.5
-0.2 -0.1 -0.3
-0.3 -0.2 -0.4
0.3 0.2 0.5
-0.1 0.6 0.2

Lowest unoccupied orbital energy, eV: 4.01
Total charge: -2
HOMO-LUMO gap, eV: 5.9
Calculated total energy, Eh: -9424.74617
Maximum force, eV Å⁻¹: 1.02